Entry 1:
15
Properties=species:S:1:pos:R:3:forces:R:3:mulliken_charge:R:1 method="wB97M-V/def2-TZVPD" e_tot_ha=-6119.2603 lumo_energy_ev=-0.59 homo_energy_ev=-9.02 largest_force_ev_per_a=3.9 spin_multiplicity=1
C 0.641 0.302 -0.729 0.0478 -0.0008 -0.0041 -0.451
C -0.719 0.385 -0.991 -0.0356 0.0302 -0.0078 -0.529
C 1.094 -0.211 0.474 0.0670 0.0195 -0.0348 -0.546
C -1.637 -0.040 -0.049 0.0567 0.0604 -0.0505 -0.384
C 0.187 -0.655 1.421 0.0522 0.0019 -0.0022 -0.456
C -1.168 -0.564 1.149 -0.2636 -0.2714 0.4970 0.805
P -2.289 -1.126 2.457 0.9169 -1.7905 2.2335 0.493
S -1.475 -2.389 3.965 -1.4480 2.3488 -2.7238 -0.357
Br -3.995 -2.023 1.354 0.2983 0.1040 0.2647 -0.138
Br -3.188 0.783 3.189 0.2129 -0.4811 -0.0858 -0.113
H 1.349 0.641 -1.469 0.0604 0.0259 -0.0686 0.373
H -1.065 0.785 -1.932 -0.0382 0.0512 -0.0923 0.370
H 2.153 -0.272 0.677 0.0863 -0.0098 0.0013 0.373
H -2.696 0.041 -0.248 -0.0607 -0.0414 0.0205 0.297
H 0.514 -1.072 2.362 0.0476 -0.0470 0.0529 0.263

***

Entry 2:
22
Properties=species:S:1:pos:R:3:forces:R:3:mulliken_charge:R:1 method="wB97M-V/def2-TZVPD" de_lowest_kcal_mol=50.4 e_tot_ha=-782.3700 lumo_energy_ev=0.36 homo_energy_ev=-8.57 largest_force_ev_per_a=4.0 spin_multiplicity=1
C 0.008 1.399 -0.760 0.0423 -1.6447 1.3812 -0.787
C -0.839 1.667 0.189 0.2094 -0.5157 0.2844 0.622
C 3.261 -0.345 0.455 1.3946 1.0816 0.4780 -1.101
C 0.646 0.042 -1.056 -2.1330 1.0648 -0.5701 -0.487
C 1.895 -0.215 1.106 0.8430 -2.0100 -0.9610 -0.382
C 0.849 -0.840 0.137 3.8076 0.6798 -0.9532 -0.826
N -4.980 -0.440 -0.021 0.2491 1.4001 0.4267 -0.539
O -2.675 -0.518 -0.974 0.7273 0.1772 -0.7497 -0.418
O -1.568 1.832 1.084 -0.1022 0.2485 -0.0019 -0.456
P -3.325 -0.503 0.336 -1.1703 -0.6429 0.7176 0.372
H 4.076 -0.330 1.276 -0.9562 0.5421 -1.6785 0.315
H 3.376 -1.290 -0.051 -0.0135 -0.4812 -0.0826 0.300
H 3.339 0.442 -0.363 0.5759 -0.7736 1.2688 0.242
H -0.081 -0.423 -1.752 0.5034 -0.1067 0.2161 0.298
H 1.556 0.252 -1.643 -0.1712 -0.3757 0.5487 0.432
H 1.704 0.814 1.227 -0.5165 1.2470 0.4652 0.291
H 1.966 -0.700 2.090 -0.5630 0.0248 -0.2753 0.392
H 1.248 -1.712 -0.389 0.2261 -0.5367 0.8720 0.378
H 0.106 -1.140 0.757 -3.3036 -0.6321 0.9835 0.327
H -5.033 0.103 -0.921 -0.7502 -0.8301 1.1545 0.282
H -5.634 -0.183 0.765 0.8789 -0.2286 -1.5144 0.280
H 0.107 2.087 -1.495 0.2223 2.3123 -2.0102 0.463